The following is a DFT calculation (ωB97M-V with the def2-TZVPD basis set) of an isolated molecule of C4H7N3O.

Properties
E_LUMO = 0.7747 eV
E = -10772.6375 eV
SMILES string = [H]/N=C1\NOC[C@H]2N[C@H]12
HOMO level = -8.96 eV
F_max = 0.1162 hartree/bohr
Energy above the lowest of the compared OMol25 structures with the same formula, charge and spin = 164.0 kcal/mol
HOMO-LUMO gap = 9.73 eV

The geometry in ORCA input format:
```
! RIJCOSX wB97M-V def2-TZVPD def2/J DEFGRID3
* xyz 0 1
O -1.505 0.471 0.766
N -0.473 1.372 0.370
N 1.311 1.651 -1.351
N 1.171 -1.445 -0.782
C -0.892 -0.794 1.175
C 0.346 0.959 -0.731
C 0.572 -1.028 0.510
C 0.063 -0.434 -0.842
H -0.508 -0.533 2.225
H -0.871 -0.887 -1.024
H 1.316 2.674 -1.298
H -1.001 2.342 0.172
H -1.573 -1.534 0.990
H 1.345 -0.479 0.943
H 0.700 -2.335 -1.122
*
```



The following is a DFT calculation (ωB97M-V with the def2-TZVPD basis set) of a cluster of 2 separate species, C4H7N3O in total.

Properties
E_LUMO = 0.1073 eV
E = -10773.3367 eV
HOMO level = -6.63 eV
F_max = 0.1417 hartree/bohr
Energy above the lowest of the compared OMol25 structures with the same formula, charge and spin = 147.8 kcal/mol
HOMO-LUMO gap = 6.73 eV

The geometry in ORCA input format:
```
! RIJCOSX wB97M-V def2-TZVPD def2/J DEFGRID3
* xyz 0 1
O 2.675 -0.023 -0.013
N -1.876 1.561 0.050
N 0.561 -1.172 0.331
N -1.723 -1.667 -0.204
C 0.698 1.207 -0.149
C -0.745 -0.699 -0.114
C 1.388 -0.090 0.043
C -0.691 0.752 -0.131
H -2.069 1.513 1.177
H -2.723 -0.967 0.145
H 2.768 0.956 0.153
H 1.036 2.219 -0.005
H -2.153 2.508 -0.354
H 0.828 -1.946 -0.870
H -1.721 -2.173 0.727
*
```



The following is a DFT calculation (ωB97M-V with the def2-TZVPD basis set) of an isolated molecule of C4H7N3O.

Properties
E_LUMO = 0.1552 eV
E = -10772.6787 eV
SMILES string = [H]/N=C(\ON=C)N1CC1
HOMO level = -9.25 eV
F_max = 0.1271 hartree/bohr
Energy above the lowest of the compared OMol25 structures with the same formula, charge and spin = 163.0 kcal/mol
HOMO-LUMO gap = 9.40 eV

The geometry in ORCA input format:
```
! RIJCOSX wB97M-V def2-TZVPD def2/J DEFGRID3
* xyz 0 1
O 0.821 -0.033 -0.423
N 2.165 0.312 -0.177
N -1.396 0.659 -0.129
N 0.495 2.289 0.141
C -1.864 -0.470 0.717
C -2.173 -0.348 -0.659
C 2.946 -0.808 0.023
C -0.001 1.086 -0.053
H -1.572 -0.837 -1.519
H 1.647 2.249 -0.159
H -2.856 -0.340 1.269
H -1.273 -1.136 1.225
H 3.944 -0.648 0.522
H -3.360 -0.121 -0.885
H 2.477 -1.856 0.107
*
```



Q: Among the records above, which one has the lowest energy above the lowest of the compared OMol25 structures with the same formula, charge and spin?
A: number 2



Q: Which of these has the lowest F_max?
A: number 1



Q: Which value of E does entry 1 give?
A: -10772.6375 eV